[1]
Below is a cluster of 2 separate species, C5H6N2O3S3 in total, with properties calculated with ωB97M-V with the def2-TZVPD basis set.

Last column: Mulliken charge in e.
Geometry (Å):
S (-0.01, -0.24, 2.09)  -0.062
S (0.96, 0.63, -0.71)  0.894
S (-0.07, -0.13, -3.24)  -0.254
O (1.46, 1.89, -1.03)  -0.559
O (2.12, -0.31, -0.10)  -0.521
O (0.70, -2.87, -0.25)  -0.586
N (-0.60, -3.13, -2.24)  -0.492
N (0.06, -0.24, -1.58)  -0.294
C (-0.50, 2.12, 1.22)  -0.465
C (0.13, 0.92, 0.86)  0.371
C (-1.00, 0.80, 3.04)  -0.514
C (0.13, -2.91, -1.30)  0.784
C (-1.17, 2.01, 2.40)  -0.350
H (-1.20, 0.55, 4.05)  0.425
H (-1.80, 2.83, 2.72)  0.351
H (0.66, -1.17, -3.64)  0.125
H (1.88, -1.26, -0.01)  0.420
H (-0.77, 2.98, 0.73)  0.413
H (-0.99, -2.47, -3.01)  0.313

Output
HOMO-LUMO gap	9.27	eV
SMILES	O=[S@](O)(=NS)c1cccs1.N=C=O
E_LUMO	0.009	hartree
relative energy (zero: lowest compared OMol25 entry of this formula, charge and spin)	1.6001	eV
highest occupied orbital energy	-9.0	eV
total energy	-46907.4755	eV


[2]
Below is a structure of composition C16H23CdN2O8S, with properties calculated with ωB97M-V with the def2-TZVPD basis set.

Last column: Mulliken charge in e.
Geometry (Å):
Cd (-0.80, -0.66, 0.77)  1.748
S (2.76, -2.83, -0.71)  0.481
O (1.04, -0.26, 1.98)  -0.734
O (-1.95, 0.93, -3.23)  -0.763
O (1.53, -3.54, -1.14)  -0.671
O (-2.80, 2.15, 0.46)  -0.451
O (1.77, 0.12, 4.08)  -0.765
O (-3.93, -2.03, 3.10)  -0.725
O (-1.07, 0.77, -1.12)  -0.882
O (-2.37, -2.01, 1.50)  -0.767
N (-1.50, 0.58, 2.65)  0.815
N (-1.12, -1.94, -1.17)  -0.454
C (2.00, 1.46, -2.13)  1.166
C (2.98, 0.03, -0.51)  -0.664
C (-2.51, 2.76, 1.75)  -0.801
C (-3.03, -1.48, 2.47)  0.216
C (1.86, -0.92, -2.46)  -0.279
C (-1.78, -1.25, -2.21)  -0.410
C (2.67, 1.31, -0.92)  -0.770
C (-2.86, 0.01, 2.70)  -0.394
C (3.96, -3.38, -1.91)  -0.941
C (2.56, -1.07, -1.28)  0.550
C (-0.56, 0.08, 3.67)  -0.465
C (1.57, 2.86, -2.45)  -1.584
C (1.59, 0.38, -2.86)  -0.490
C (-1.63, 0.34, -2.20)  0.341
C (0.86, 0.05, 3.22)  0.295
C (-1.41, 2.05, 2.50)  -0.952
H (-2.04, 1.76, 0.02)  0.428
H (-3.44, 2.68, 2.34)  0.445
H (-1.69, -2.67, -0.79)  0.373
H (4.34, -4.39, -1.55)  0.336
H (3.54, -0.37, 0.31)  0.392
H (0.57, 2.97, -2.71)  0.344
H (-0.43, 2.22, 2.05)  0.365
H (1.86, 3.58, -1.60)  0.306
H (-1.34, 2.53, 3.49)  0.355
H (-3.51, 0.54, 1.98)  0.363
H (4.74, -2.58, -1.90)  0.359
H (1.49, -1.93, -2.97)  0.280
H (-3.19, 0.29, 3.70)  0.395
H (2.79, 2.25, -0.40)  0.224
H (-1.35, -1.58, -3.17)  0.323
H (2.13, 3.32, -3.21)  0.449
H (-2.17, 3.81, 1.73)  0.336
H (3.45, -3.35, -2.87)  0.273
H (0.95, 0.61, -3.75)  0.176
H (-0.25, -2.41, -1.49)  0.044
H (-0.69, 0.62, 4.66)  0.203
H (-2.86, -1.43, -2.25)  0.351
H (-0.71, -1.03, 3.82)  0.231

Output
net charge	-1
HOMO-LUMO gap	8.52	eV
E_LUMO	0.087	hartree
relative energy (zero: lowest compared OMol25 entry of this formula, charge and spin)	0.8984	eV
highest occupied orbital energy	-6.1	eV
total energy	-51727.6555	eV


[3]
Below is a cluster of 4 separate species, C37H76F5N3O14P3 in total, with properties calculated with ωB97M-V with the def2-TZVPD basis set.

Last column: Mulliken charge in e.
Geometry (Å):
P (6.71, 4.77, 6.51)  1.111
P (1.01, 0.29, 2.15)  1.637
P (0.82, -5.69, 2.72)  1.126
F (-11.29, -2.73, -5.52)  -0.263
F (-9.92, -1.03, -6.48)  -0.218
F (-9.22, -2.18, -2.91)  -0.262
F (-8.93, -3.08, -5.45)  -0.230
F (-11.41, -1.36, -3.39)  -0.296
O (0.36, 1.43, 3.14)  -0.285
O (5.24, 4.84, 6.02)  -0.682
O (-5.53, -3.69, -5.63)  -0.270
O (7.30, 4.71, 4.95)  -0.372
O (2.15, 1.21, 1.36)  -0.504
O (1.58, -4.89, 1.48)  -0.379
O (6.80, 6.40, 6.77)  -0.237
O (-0.04, 0.52, 1.04)  -0.824
O (2.19, 0.03, 3.39)  -0.291
O (1.12, -7.16, 1.86)  -0.498
O (-5.88, -2.90, -7.54)  -0.167
O (8.35, 4.70, 7.05)  -0.471
O (0.56, -4.38, 3.50)  -0.706
O (2.14, -6.08, 3.64)  -0.206
N (-5.67, -0.48, -7.29)  0.338
N (-4.93, -3.15, -6.58)  0.171
N (-6.41, 1.06, -5.38)  0.247
C (-4.77, 0.73, -7.39)  -0.523
C (9.54, 6.83, 6.55)  -0.932
C (2.58, 2.12, 4.68)  -0.729
C (-7.93, 0.45, -3.32)  -0.593
C (-9.98, -2.00, -5.36)  0.692
C (6.80, 6.44, 9.21)  -0.937
C (-2.88, 3.07, -6.41)  -0.664
C (-1.89, 2.11, -5.51)  -0.281
C (3.55, -7.72, 1.88)  -0.932
C (-6.62, -0.24, -6.14)  -0.298
C (-0.30, -0.15, -5.50)  -0.816
C (-0.27, -0.19, -3.86)  -0.089
C (-0.94, -3.36, -3.08)  -0.073
C (-5.51, -1.64, -8.26)  -0.303
C (1.05, -3.64, 1.05)  -0.662
C (1.23, -7.93, 4.94)  -0.946
C (-1.67, -0.69, -3.16)  -0.124
C (-0.84, 1.12, 3.83)  -0.344
C (-0.63, 0.02, 4.85)  -0.800
C (-7.15, 1.64, -4.20)  -0.588
C (-9.98, -1.33, -3.86)  0.631
C (2.30, -7.41, 1.08)  -0.096
C (6.15, 6.92, 7.92)  -0.323
C (1.57, 2.31, -0.71)  -1.175
C (3.14, 1.01, 3.81)  -0.218
C (5.77, 4.84, 3.10)  -1.040
C (-2.19, -4.08, -3.93)  -0.852
C (6.60, 3.93, 3.99)  -0.239
C (1.91, -6.58, 4.95)  -0.334
C (-4.45, 3.09, -5.91)  -0.672
C (9.45, 5.32, 6.38)  -0.118
C (-1.60, 0.63, -6.15)  0.007
C (2.25, 1.11, -0.06)  -0.232
C (-5.25, 1.68, -6.14)  0.418
C (-1.53, -2.06, -2.26)  -0.408
C (-9.50, 0.23, -3.79)  -0.888
C (1.88, -2.50, 1.61)  -0.411
H (-3.12, -4.15, -3.21)  0.244
H (2.06, -8.30, 0.48)  0.328
H (0.18, 0.27, 5.54)  0.153
H (3.96, -6.83, 2.35)  0.250
H (-7.41, -1.08, -5.93)  0.190
H (-0.01, -3.55, 1.33)  0.368
H (1.42, 2.14, -1.78)  0.309
H (1.82, 0.16, -0.42)  0.091
H (1.14, -8.33, 5.95)  0.403
H (1.37, -1.54, 1.49)  -0.607
H (7.87, 6.66, 9.21)  0.149
H (-6.06, -1.51, -9.28)  0.289
H (-0.39, -1.28, -5.87)  0.254
H (-0.35, -0.92, 4.36)  0.179
H (10.35, 4.88, 6.82)  0.320
H (6.69, 5.36, 9.32)  0.310
H (5.98, 3.17, 4.47)  0.180
H (3.39, 2.68, 5.15)  0.313
H (-0.04, 0.91, -3.50)  -0.141
H (1.33, -5.85, 5.53)  0.259
H (-7.30, -0.53, -3.31)  0.424
H (6.35, 6.92, 10.07)  0.400
H (-1.84, -5.17, -4.21)  0.364
H (10.52, 7.19, 6.21)  0.418
H (-1.62, 0.84, 3.11)  0.250
H (2.18, 3.20, -0.58)  0.355
H (-0.94, -1.86, -1.27)  -0.092
H (-2.86, 2.86, -7.56)  0.243
H (-2.53, -0.04, -5.91)  -0.179
H (1.78, -8.65, 4.33)  0.149
H (-9.69, 0.86, -4.76)  0.400
H (7.34, 3.40, 3.38)  0.385
H (2.84, -2.44, 1.09)  0.384
H (-8.02, 2.39, -4.52)  0.314
H (-5.05, 4.00, -6.38)  0.365
H (9.49, 5.04, 5.32)  0.237
H (2.49, -6.61, 0.36)  0.207
H (-6.48, 2.27, -3.45)  0.346
H (-1.16, 2.03, 4.34)  0.326
H (1.09, -3.62, -0.05)  0.278
H (9.41, 7.12, 7.59)  0.158
H (3.31, 1.10, -0.33)  0.469
H (-4.41, 3.32, -4.74)  0.273
H (-2.30, 2.09, -4.41)  0.104
H (8.79, 7.34, 5.95)  0.252
H (-2.64, -2.35, -1.94)  0.285
H (-3.95, 0.86, -8.21)  0.300
H (5.22, 5.59, 3.67)  0.294
H (2.89, -6.67, 5.43)  0.310
H (-2.48, 4.19, -6.25)  0.342
H (0.22, -7.86, 4.51)  0.316
H (6.41, 5.39, 2.40)  0.342
H (-2.38, -3.39, -4.86)  0.070
H (3.34, -8.45, 2.68)  0.165
H (-2.00, 0.18, -2.42)  0.207
H (-0.83, 2.67, -5.48)  0.322
H (-0.62, -4.19, -2.28)  0.169
H (5.09, 6.66, 7.90)  0.261
H (3.88, 0.46, 4.41)  0.328
H (2.00, 2.83, 4.10)  0.224
H (1.94, 1.72, 5.47)  0.121
H (-10.16, 0.75, -2.94)  0.340
H (-1.45, 0.75, -7.31)  0.324
H (3.70, 1.42, 2.96)  0.261
H (-7.95, 0.85, -2.19)  0.389
H (0.74, 0.23, -5.97)  0.318
H (2.11, -2.64, 2.67)  0.493
H (-0.01, -3.12, -3.74)  0.181
H (0.58, -0.96, -3.55)  0.434
H (-1.54, -0.15, 5.43)  0.415
H (-2.56, -0.86, -3.89)  -0.030
H (6.23, 8.01, 7.86)  0.302
H (4.33, -8.13, 1.23)  0.414
H (0.60, 2.53, -0.26)  0.280
H (5.05, 4.26, 2.51)  0.231
H (-4.33, -1.74, -8.45)  0.347

Output
net charge	+1
HOMO-LUMO gap	6.67	eV
E_LUMO	-0.145	hartree
highest occupied orbital energy	-10.6	eV
total energy	-114163.3132	eV


[4]
Below is a cluster of 2 separate species, C28H48BBrO4 in total, with properties calculated with ωB97M-V with the def2-TZVPD basis set.

Last column: Mulliken charge in e.
Geometry (Å):
Br (-0.65, 1.64, 3.86)  -0.159
O (4.60, -1.02, -7.66)  -0.548
O (2.36, -3.67, -3.65)  -0.502
O (4.52, 3.87, 4.97)  -0.528
O (3.58, 4.82, 6.80)  -0.484
C (-2.47, 1.13, -1.88)  -1.102
C (4.08, -1.63, -6.74)  0.344
C (4.87, -2.02, -5.55)  -0.366
C (-0.53, -4.67, -1.50)  -0.765
C (-3.33, -1.12, -0.88)  -0.909
C (-2.83, 4.52, 4.33)  -1.096
C (2.09, -2.67, -5.76)  -0.204
C (2.14, 3.85, 3.29)  -0.750
C (1.24, -5.34, 2.84)  -0.907
C (2.65, -2.00, -6.77)  -0.398
C (-0.73, 3.52, 3.11)  -0.098
C (-3.02, 2.42, -1.09)  -0.481
C (-0.01, -4.68, 0.03)  -0.444
C (3.45, 4.15, 5.53)  0.550
C (0.86, 4.14, 0.86)  -0.858
C (-2.96, -2.59, -1.39)  -0.371
C (-0.49, -3.13, -1.99)  0.152
C (-1.23, 4.54, 4.24)  -0.341
C (2.88, -3.06, -4.57)  0.340
C (-0.19, -6.15, 0.72)  -0.547
C (-1.20, 4.38, -0.69)  -0.583
C (-2.10, -0.07, -0.87)  0.086
C (2.00, 3.85, 4.89)  -0.189
C (1.06, -6.42, 1.68)  -0.505
C (-2.27, 3.71, -1.68)  -0.923
C (4.31, -2.69, -4.54)  -0.362
C (-0.18, 3.30, -0.03)  0.373
C (-1.90, -2.64, -2.60)  -0.762
B (0.73, 3.84, 2.48)  0.313
H (0.74, 5.26, 0.63)  0.337
H (-1.83, 3.54, -2.73)  0.403
H (5.91, -1.73, -5.54)  0.395
H (4.86, -2.98, -3.66)  0.424
H (-4.13, 2.52, -1.38)  0.417
H (-1.65, 4.95, 0.19)  0.192
H (-2.99, 2.33, 0.04)  0.333
H (-1.53, 1.41, -2.46)  0.401
H (-1.15, -6.12, 1.33)  0.256
H (-1.08, -0.54, -1.07)  0.073
H (1.36, 4.77, 5.18)  0.115
H (-1.58, -5.14, -1.58)  0.327
H (-2.66, -3.24, -0.50)  0.180
H (1.13, -4.49, 0.02)  0.327
H (2.71, 5.25, 6.97)  0.343
H (-0.85, 4.12, 5.24)  0.258
H (2.10, -1.71, -7.65)  0.406
H (-2.30, -3.41, -3.35)  0.401
H (-3.21, 4.93, 5.32)  0.353
H (-3.25, 0.84, -2.67)  0.451
H (2.04, -6.41, 1.06)  0.257
H (-3.68, -1.23, 0.22)  0.301
H (-3.09, 4.51, -1.84)  0.293
H (0.29, -2.96, -2.81)  -0.287
H (1.60, -4.35, 2.38)  0.219
H (-3.29, 5.14, 3.48)  0.273
H (2.66, 4.85, 3.02)  0.290
H (-0.78, 5.59, 4.16)  0.280
H (-1.78, -1.66, -3.17)  0.284
H (0.27, -5.14, 3.43)  0.255
H (-0.52, 5.05, -1.34)  0.318
H (-3.93, -3.06, -1.80)  0.312
H (-2.04, 0.40, 0.18)  0.086
H (0.37, 2.74, -0.87)  0.378
H (-0.24, -6.96, -0.08)  0.303
H (2.04, -5.65, 3.60)  0.317
H (1.91, 3.82, 0.53)  0.184
H (2.86, 3.02, 2.99)  0.348
H (0.21, -5.26, -2.14)  0.358
H (-0.48, -3.85, 0.65)  0.243
H (1.54, 2.89, 5.31)  0.192
H (-3.19, 3.44, 4.16)  0.262
H (-0.73, 2.49, 0.56)  -0.302
H (-1.57, 3.47, 2.32)  0.162
H (1.05, -2.96, -5.77)  0.455
H (0.94, -7.45, 2.17)  0.321
H (-4.22, -0.65, -1.43)  0.358
H (-0.19, -2.49, -1.10)  0.174

Output
HOMO-LUMO gap	8.45	eV
SMILES	CCCCCCCCCCCCCCCCB(CCC(=O)O)[C@@H](Br)CC.O=C1C=CC(=O)C=C1
E_LUMO	-0.061	hartree
highest occupied orbital energy	-10.1	eV
total energy	-108718.4740	eV


What is the E_LUMO in the second record? 0.087 hartree